Record 1
DFT (ωB97M-V with the def2-TZVPD basis set) results for a structure of composition C17H14FNaO2S at a distorted geometry.

```
36
Properties=species:S:1:pos:R:3:forces:R:3
F 3.75104 0.20147 0.15472 0.30 -0.83 0.19
S 2.96988 -0.54984 1.36232 -2.19 1.76 -0.08
C 1.64764 0.47828 1.59827 1.61 -0.12 1.71
C 0.38498 0.23352 1.01412 0.18 -1.24 -1.48
C -0.88692 0.66165 1.71228 0.74 0.24 -0.12
C -2.02337 -0.16176 1.81441 0.39 0.67 -0.30
C -3.25810 0.42965 2.06117 0.03 0.38 0.64
C -3.34869 1.80637 2.32861 0.10 0.05 -0.81
C -2.19783 2.60648 2.26924 0.21 -0.37 0.61
C -0.94600 2.00659 2.09035 -0.90 0.17 -0.35
O 2.51067 -1.80085 0.76466 0.34 -0.15 -0.24
O 3.92639 -0.61459 2.41759 0.13 0.04 -0.26
H 1.86684 1.37913 2.20670 -0.07 -0.88 -0.46
H 0.28458 -0.76969 0.56083 0.08 0.32 1.09
H -1.93951 -1.24349 1.69566 -0.03 0.33 -0.31
H -4.15333 -0.18588 2.03812 0.08 0.11 0.22
H -4.32170 2.27629 2.49618 0.32 -0.23 -0.11
H -2.24822 3.69583 2.35277 -0.13 -0.41 0.30
H -0.03102 2.60161 2.16568 -0.35 -0.17 -0.41
C 1.76285 0.87398 -2.59352 -0.45 0.45 1.73
Na 0.97626 -3.24460 0.14654 0.16 0.53 -0.27
C 1.35936 1.61064 -1.48390 0.04 -0.70 -1.11
C 0.25216 0.93669 -0.77288 -1.77 0.38 0.60
C -0.01332 -0.25957 -1.58269 0.46 0.09 0.25
C 1.00313 -0.37567 -2.57238 -0.48 -0.21 0.02
C 1.17518 -1.60069 -3.22649 0.20 0.17 0.48
C 0.35141 -2.67522 -2.85941 -0.10 -0.41 -0.68
C -0.77338 -2.49323 -2.03073 0.16 -0.32 0.20
C -0.91700 -1.29231 -1.33729 -0.32 0.26 -0.43
H 2.54442 1.10830 -3.31415 -0.17 0.03 0.34
H 1.74051 2.57875 -1.17724 0.10 -0.17 -0.13
H -0.63569 1.53072 -0.41816 1.01 -0.22 -1.03
H 1.98954 -1.69601 -3.95275 -0.33 -0.25 0.30
H 0.53488 -3.67426 -3.27862 -0.19 0.54 -0.10
H -1.56493 -3.26024 -1.96364 0.66 0.26 0.07
H -1.77269 -1.11806 -0.68637 0.19 -0.11 -0.08
```
Positions in Å, forces in eV/Å.

Results
largest force on an atom	2.81	eV/A
E_HOMO	-0.24456	hartree
ΔE to the lowest compared entry with this formula, charge and spin	0.507	eV
frontier orbital gap	0.208	Eh


Record 2
DFT (ωB97M-V with the def2-TZVPD basis set) results for a cluster of 8 separate species, C34H69ClN4O9 in total at a distorted geometry.

```
117
Properties=species:S:1:pos:R:3:forces:R:3
N -4.93604 -6.21884 1.72851 0.00 -0.31 -0.38
C -4.89619 -4.96912 1.87647 0.35 -0.53 0.03
N -5.99156 -4.21482 1.40643 0.30 0.12 0.29
N -3.78194 -4.34773 2.52219 -0.33 0.67 -0.27
C -4.08282 -3.16214 3.32523 0.65 -0.18 -0.02
C -2.81969 -2.38683 3.70194 -0.42 0.65 -0.44
C -2.54499 -1.18082 2.77673 0.57 -0.12 0.11
C -2.10263 0.07448 3.55014 0.41 -0.83 -0.72
N -2.71980 1.30590 2.98000 0.40 -1.19 -0.05
Cl -1.69450 1.96210 1.74451 -0.20 0.01 -0.20
C -3.05148 2.43376 4.03637 -1.24 3.21 1.38
O -2.51524 2.30761 5.11596 0.42 -1.06 -0.39
O -3.80215 3.28177 3.55455 0.43 -1.22 -0.47
H -4.11614 -6.64443 2.14984 -0.06 -0.06 0.23
H -6.75431 -4.28245 2.06451 -0.30 0.07 -0.23
H -5.75662 -3.25328 1.21814 -0.13 0.15 0.24
H -3.02293 -4.18191 1.87556 0.08 -0.09 -0.07
H -4.74515 -2.47190 2.80427 -0.28 0.10 0.15
H -4.55455 -3.49895 4.24370 -0.30 -0.07 0.02
H -1.93490 -3.01319 3.68791 -0.01 -0.34 0.32
H -2.97483 -2.00228 4.70483 0.16 -0.08 0.26
H -3.38902 -0.95415 2.12623 -0.28 -0.04 0.08
H -1.71883 -1.44913 2.12351 -0.04 0.04 -0.35
H -2.28774 -0.02099 4.61061 -0.46 0.54 0.14
H -1.03412 0.17379 3.42160 0.21 0.27 0.26
H -3.59752 1.03963 2.52208 -0.06 0.34 -0.14
C 1.59658 1.16266 -1.47913 -0.12 0.12 0.12
C 2.73481 1.53171 -0.53427 0.23 -0.07 -0.15
C 2.21963 1.00764 0.79404 -0.15 0.09 0.07
O 1.39698 -0.13097 0.49720 -0.01 0.09 -0.08
C 1.14694 -0.17529 -0.91121 0.09 -0.16 -0.04
H 1.89448 1.10186 -2.52506 0.01 -0.03 0.00
H 0.78971 1.89665 -1.39737 0.00 0.00 -0.03
H 3.64497 0.99774 -0.82070 0.01 0.00 0.04
H 2.95743 2.59732 -0.51143 -0.06 0.02 0.03
H 1.59645 1.75465 1.30088 0.07 0.04 0.02
H 3.02181 0.71082 1.46991 -0.05 -0.08 0.03
H 1.73109 -1.00004 -1.33501 -0.04 0.01 -0.08
H 0.08782 -0.37408 -1.08664 -0.01 -0.04 0.09
C 1.03015 6.39239 0.97957 0.07 -0.01 0.13
C 2.18277 7.21744 0.41298 -0.11 -0.01 -0.13
C 3.21254 6.14137 0.10412 0.20 -0.03 0.11
O 2.47686 4.95559 -0.22447 -0.09 0.08 0.05
C 1.10169 5.13544 0.12439 -0.02 0.02 -0.17
H 0.06243 6.88774 0.92312 -0.01 -0.01 -0.02
H 1.22637 6.14715 2.02545 -0.02 -0.01 0.00
H 1.86963 7.71220 -0.50955 0.03 0.01 -0.01
H 2.55686 7.97791 1.09646 0.01 -0.02 0.03
H 3.83556 5.92458 0.97948 -0.01 0.06 0.02
H 3.86340 6.40736 -0.72800 -0.04 -0.08 -0.07
H 0.52608 5.25155 -0.80101 -0.07 0.00 0.05
H 0.74120 4.24710 0.64811 0.06 -0.04 -0.01
C 3.81296 -3.03461 -0.66398 -0.13 0.06 0.10
C 4.74440 -3.94486 0.12949 0.09 -0.03 -0.12
C 3.98548 -5.26493 0.09763 -0.13 0.03 0.08
O 3.25637 -5.28578 -1.13240 0.03 0.06 0.03
C 3.28136 -3.98622 -1.72667 0.16 -0.05 -0.08
H 4.30809 -2.16000 -1.08558 0.02 -0.01 0.00
H 2.99589 -2.68873 -0.02558 0.01 0.03 -0.01
H 5.69904 -4.04656 -0.39164 0.01 -0.01 0.02
H 4.94563 -3.59541 1.14070 -0.03 0.01 0.01
H 3.26799 -5.33004 0.92291 0.06 0.00 0.05
H 4.64323 -6.13350 0.14221 -0.04 -0.04 -0.06
H 3.94651 -4.02047 -2.59697 -0.02 0.08 -0.02
H 2.27867 -3.72433 -2.06819 -0.03 -0.07 0.01
C -7.09552 -9.85979 0.66913 0.13 -0.05 -0.02
C -6.76411 -11.16063 1.39556 -0.11 -0.01 0.04
C -5.64320 -10.71626 2.32654 0.10 0.09 -0.07
O -5.89494 -9.34681 2.64347 -0.03 -0.07 -0.08
C -6.91100 -8.83046 1.77491 -0.23 0.00 0.06
H -8.09392 -9.84015 0.23452 -0.01 -0.01 0.02
H -6.37174 -9.68492 -0.13040 -0.01 0.02 0.00
H -7.62707 -11.49248 1.97763 0.01 -0.01 0.01
H -6.46809 -11.97366 0.73377 0.03 0.01 0.00
H -4.66769 -10.78087 1.83110 -0.01 -0.09 -0.01
H -5.60238 -11.29935 3.24786 0.01 0.05 0.03
H -7.83117 -8.70965 2.36015 -0.03 -0.03 -0.05
H -6.60539 -7.85716 1.40127 0.10 0.02 0.08
C 4.93954 8.72024 -4.81792 -0.10 0.10 0.06
C 6.08461 9.08572 -3.87893 0.09 -0.11 -0.05
C 5.56925 8.56381 -2.54518 -0.13 0.07 0.07
O 4.74410 7.43211 -2.84096 0.05 0.10 -0.08
C 4.48676 7.38351 -4.24780 0.10 -0.13 -0.02
H 5.23143 8.65659 -5.86477 0.02 -0.02 0.00
H 4.13767 9.45683 -4.73178 -0.01 -0.01 -0.02
H 6.98997 8.54774 -4.16870 0.01 0.01 0.01
H 6.31432 10.14957 -3.85702 -0.03 0.01 0.01
H 4.95367 9.31342 -2.03607 0.06 0.05 0.01
H 6.37133 8.25967 -1.87186 -0.03 -0.06 0.02
H 5.06345 6.55496 -4.67310 -0.03 0.01 -0.07
H 3.42708 7.18894 -4.41467 -0.01 -0.03 0.08
C 6.35332 2.06565 -3.44086 -0.12 0.12 0.05
C 7.49985 2.42951 -2.50333 0.10 -0.11 -0.06
C 6.99030 1.89643 -1.17208 -0.14 0.09 0.11
O 6.16991 0.76199 -1.47225 0.04 0.07 -0.12
C 5.90861 0.72329 -2.87817 0.10 -0.14 0.00
H 6.64164 2.01030 -4.48942 0.02 -0.03 0.00
H 5.54845 2.79842 -3.34629 -0.01 -0.01 0.00
H 8.40715 1.89791 -2.79927 0.01 0.01 0.01
H 7.72402 3.49451 -2.47494 -0.03 0.01 0.02
H 6.37190 2.64018 -0.65789 0.05 0.04 0.00
H 7.79443 1.59159 -0.50191 -0.03 -0.07 0.02
H 6.48658 -0.10039 -3.31136 -0.04 0.01 -0.07
H 4.84756 0.52633 -3.04350 -0.01 -0.02 0.07
C -6.23702 -0.02393 -1.33169 -0.17 -0.03 0.04
C -6.45395 1.42443 -0.90087 0.20 0.00 -0.03
C -6.47822 1.30085 0.61478 -0.17 0.04 0.08
O -5.62070 0.19481 0.94541 0.19 -0.01 -0.01
C -5.29868 -0.53223 -0.24821 0.17 0.13 0.01
H -5.82130 -0.12817 -2.33207 0.03 0.01 0.01
H -7.18229 -0.56935 -1.29683 0.01 -0.02 -0.01
H -5.60568 2.03683 -1.21456 -0.01 0.02 0.01
H -7.36178 1.87070 -1.30157 -0.02 -0.02 0.01
H -7.48384 1.07301 0.98012 -0.01 0.03 -0.02
H -6.12148 2.19783 1.12046 0.06 -0.05 0.06
H -4.25237 -0.32853 -0.50311 0.00 -0.06 -0.06
H -5.40753 -1.60204 -0.06296 0.00 0.02 0.03
```
Positions in Å, forces in eV/Å.

Results
SMILES string	[H]/N=C(/N)NCCCC[N@H+](Cl)C(=O)[O-].C1CCOC1.C1CCOC1.C1CCOC1.C1CCOC1.C1CCOC1.C1CCOC1.C1CCOC1
largest force on an atom	3.71	eV/A
E_HOMO	-0.32949	hartree
frontier orbital gap	0.321	Eh


Record 3
DFT (ωB97M-V with the def2-TZVPD basis set) results for the molecule C5H6ClF3N2O at a distorted geometry.

```
18
Properties=species:S:1:pos:R:3:forces:R:3
C -0.20001 -1.18895 -1.11821 0.98 0.98 1.98
C 0.85056 -1.80412 -0.60805 -0.87 1.87 0.71
C -0.66006 0.12979 -0.52535 0.60 1.13 -1.71
C 1.76945 0.12533 0.30202 -2.46 2.17 1.92
C -2.37575 1.07185 0.79365 -2.01 -0.32 -0.46
N 1.46630 -1.22235 0.50978 1.02 -0.75 0.90
N 0.43328 0.82878 0.23406 0.30 -2.42 0.48
O -1.74242 -0.06467 0.28582 -0.19 -0.58 -0.09
F 2.50938 0.33178 -0.74385 1.15 0.51 -2.00
F 2.78456 -1.78234 0.65183 -1.00 -0.41 -0.27
F 0.63466 2.05708 -0.30155 0.45 1.33 -0.66
Cl 2.64128 0.70931 1.71792 0.16 0.60 0.27
H -0.75783 -1.53755 -1.89795 -1.17 -1.07 -1.94
H 1.43134 -2.61119 -0.82483 0.59 -2.65 -1.43
H -0.97308 0.81483 -1.41072 0.78 -0.71 1.37
H -2.56620 1.94091 0.16435 0.12 -0.41 -1.05
H -1.91627 1.49960 1.60634 1.72 0.62 2.12
H -3.32919 0.70188 1.16474 -0.18 0.11 -0.13
```
Positions in Å, forces in eV/Å.

Results
SMILES string	CO[C@@H]1C=CN(F)[C@](F)(Cl)N1F
largest force on an atom	3.80	eV/A
E_HOMO	-0.36950	hartree
ΔE to the lowest compared entry with this formula, charge and spin	4.026	eV
frontier orbital gap	0.402	Eh


Record 4
DFT (ωB97M-V with the def2-TZVPD basis set) results for the ion C5H8O3 with charge -2 at a distorted geometry.

```
16
Properties=species:S:1:pos:R:3:forces:R:3
O -0.93484 -0.26080 3.22056 0.03 -0.05 -0.04
C -0.63592 -1.15311 2.38370 -0.06 0.10 0.05
O -1.07311 -2.33074 2.35239 0.06 -0.09 -0.08
C 0.36640 -0.73634 1.26928 0.28 -0.34 0.81
C -0.32849 -0.27233 -0.01192 1.11 0.11 -0.07
C 0.63562 0.40852 -1.01606 -0.10 -0.37 0.76
C -0.07497 1.33153 -2.03612 0.53 -0.16 -0.38
O 0.61890 1.62416 -3.16478 -0.01 0.02 0.11
H 0.98537 0.06098 1.69618 -0.23 0.26 -0.19
H 1.07159 -1.57035 1.13954 -0.27 -0.06 -0.44
H -0.73475 -1.13510 -0.54286 -0.56 0.07 0.28
H -1.09515 0.42622 0.32639 -0.31 -0.02 -0.34
H 1.19667 -0.39529 -1.50872 -0.09 0.14 -0.37
H 1.39019 0.94574 -0.42781 0.00 0.31 -0.17
H -1.04996 0.81298 -2.24372 -0.13 0.09 0.05
H -0.33755 2.24393 -1.43606 -0.24 -0.02 0.05
```
Positions in Å, forces in eV/Å.

Results
SMILES string	O=C([O-])CCCC[O-]
total charge	-2
largest force on an atom	1.12	eV/A
E_HOMO	0.01283	hartree
ΔE to the lowest compared entry with this formula, charge and spin	0.000	eV
frontier orbital gap	0.238	Eh


Record 5
DFT (ωB97M-V with the def2-TZVPD basis set) results for a cluster of 2 separate species, C3H12NO in total at a distorted geometry.

```
17
Properties=species:S:1:pos:R:3:forces:R:3
C 0.84914 2.17660 1.12587 1.13 2.19 -1.21
O 1.23519 0.86258 1.57810 -0.71 1.32 0.03
H 0.23948 2.83681 1.73623 0.09 -0.64 1.30
H 0.26616 2.29846 0.21307 0.13 -1.44 -0.46
H 1.77322 2.77241 0.89375 -0.68 -0.60 0.29
H 1.84706 1.10934 2.28394 0.01 -0.70 0.11
C -0.65650 -1.28817 -2.00615 1.78 0.15 1.73
C -1.16003 -0.81942 -0.62573 0.39 -0.14 -0.05
N -0.14915 -1.16636 0.49204 1.07 0.23 -1.64
H -1.45036 -1.05950 -2.69951 0.38 0.00 -0.65
H -0.24274 -2.29586 -2.06165 -1.20 -0.61 0.15
H 0.34425 -0.80560 -2.13093 -1.09 0.72 -0.70
H -2.10502 -1.22314 -0.31706 -0.42 -0.33 0.01
H -1.27756 0.27682 -0.69683 0.30 -0.50 0.54
H -0.23742 -2.05484 0.98727 -0.40 -0.22 -0.57
H 0.78575 -1.15524 0.00437 -0.89 -0.10 0.96
H -0.06147 -0.46491 1.22322 0.11 0.67 0.18
```
Positions in Å, forces in eV/Å.

Results
total charge	+1
largest force on an atom	2.75	eV/A
E_HOMO	-0.55150	hartree
ΔE to the lowest compared entry with this formula, charge and spin	1.607	eV
frontier orbital gap	0.431	Eh


Record 6
DFT (ωB97M-V with the def2-TZVPD basis set) results for a cluster of 2 separate species, C4H13N2S in total at a distorted geometry.

```
20
Properties=species:S:1:pos:R:3:forces:R:3
C 2.91732 -0.43202 0.31842 -1.61 -0.62 -0.03
C -1.43390 0.05296 1.67182 0.23 2.55 2.02
C -1.77207 0.13735 -0.62223 -2.58 -1.37 0.73
C 0.52768 0.13202 0.18489 0.33 3.60 0.04
N 1.60341 -0.62794 0.25811 1.40 -0.19 0.16
N -0.80471 -0.34002 0.40907 -0.31 -2.40 -0.40
S 0.67997 1.91544 0.11982 0.36 -1.32 -0.43
H 0.60605 -0.05798 -3.27455 -0.55 -0.09 0.86
H 3.41424 0.47765 0.48399 -0.17 1.30 0.04
H 3.51011 -1.30013 0.26509 0.38 -0.91 -0.12
H -0.79004 -0.02539 2.59298 -0.33 -0.04 -1.30
H -1.78755 1.13426 1.53086 0.60 -1.63 0.63
H -2.26503 -0.58950 1.77623 -1.17 -0.46 0.38
H -2.11771 1.10030 -0.34789 0.04 0.98 0.27
H -1.44105 0.20047 -1.60846 1.00 -0.42 -1.31
H -2.69917 -0.49960 -0.54715 1.06 0.38 -0.22
H 0.19581 -0.12175 -2.62087 0.72 0.07 -0.95
H 1.35410 -1.57051 0.08392 0.17 -1.50 0.05
H -0.87226 -1.40705 0.47055 0.56 1.57 -0.66
H 1.17478 1.82144 -1.14459 -0.13 0.50 0.24
```
Positions in Å, forces in eV/Å.

Results
total charge	+1
largest force on an atom	3.62	eV/A
E_HOMO	-0.42123	hartree
ΔE to the lowest compared entry with this formula, charge and spin	4.945	eV
frontier orbital gap	0.294	Eh